Molecular formula: H12O5S2
Method: DFT, ωB97M-V with the def2-TZVPD basis set

Properties
Electronic energy: -1179.72909 hartree
Orbital gap: 9.53 eV
HOMO level: -9.245 eV
Relative energy (zero: lowest compared OMol25 entry of this formula, charge and spin): 126.6 kJ/mol
SMILES string: SS.O.O.O.O.O

The geometry in ORCA input format:
```
! wB97M-V def2-TZVPD RIJCOSX def2/J DEFGRID3
* xyz 0 1
S -1.530 -2.173 2.405
S -2.810 -1.192 3.692
H -1.796 -1.399 1.351
H -1.941 -0.638 4.466
H 2.111 1.951 2.815
H 1.353 3.140 2.920
O 1.992 2.591 3.545
H 2.441 0.608 -0.365
H 2.142 -0.523 0.510
O 1.758 0.350 0.327
H 1.529 0.137 -2.442
H 2.278 -0.736 -3.411
O 2.438 0.004 -2.740
H 0.500 3.726 -5.614
H 1.742 2.830 -5.524
O 0.802 2.828 -5.800
H 0.549 0.722 -5.681
H 0.014 -0.654 -6.112
O 0.326 -0.187 -5.390
*
```

---

Molecular formula: C23H37MnO2
Method: DFT, ωB97M-V with the def2-TZVPD basis set

Properties
Electronic energy: -2199.78510 hartree
Orbital gap (alpha / beta): 3.19 / 3.62 eV
HOMO level (alpha / beta): -0.695 / -1.127 eV

The geometry in ORCA input format:
```
! wB97M-V def2-TZVPD RIJCOSX def2/J DEFGRID3
* xyz -1 6
O -0.155 0.654 -1.464
C 0.987 1.424 -1.940
C 0.068 2.414 -2.653
H 1.632 0.840 -2.590
H 1.547 1.874 -1.110
C -1.079 1.702 -1.854
H 0.025 2.253 -3.727
H 0.228 3.457 -2.371
C -2.332 1.223 -2.533
H -2.102 0.583 -3.386
H -2.928 2.083 -2.860
H -2.939 0.661 -1.812
C -1.480 2.642 -0.742
H -0.622 2.913 -0.115
H -2.255 2.206 -0.107
H -1.884 3.570 -1.171
Mn -0.500 1.209 2.475
C 0.330 2.573 3.816
C 1.103 1.345 3.802
C 1.635 1.174 2.470
H 1.333 0.720 4.658
C 1.202 2.290 1.674
C 0.387 3.151 2.495
H -0.025 4.110 2.195
H -0.117 3.039 4.691
H 2.305 0.382 2.141
H 1.545 2.507 0.666
C -1.577 0.376 4.045
C -2.344 1.451 3.446
C -2.627 1.089 2.087
H -2.727 2.340 3.963
C -1.976 -0.174 1.804
C -1.373 -0.635 3.031
H -0.920 -1.616 3.178
H -1.280 0.297 5.087
H -3.311 1.613 1.421
H -2.017 -0.725 0.866
O -0.191 -0.272 -3.775
C -0.570 0.156 -5.105
C 0.095 -0.733 -6.159
H -0.257 1.204 -5.238
H -1.667 0.122 -5.204
C 0.936 -1.739 -5.347
H 0.715 -0.107 -6.807
H -0.667 -1.230 -6.765
C 0.574 -1.474 -3.869
H 1.999 -1.540 -5.518
H 0.710 -2.775 -5.609
H 1.466 -1.372 -3.238
H -0.052 -2.276 -3.455
C 2.979 -3.768 3.045
C 1.614 -3.507 2.386
C 0.470 -4.174 3.166
C 1.401 -2.073 2.294
H 3.007 -3.312 4.043
H 3.785 -3.338 2.440
H 3.154 -4.843 3.139
H 1.615 -3.884 1.350
H 0.421 -3.770 4.186
H -0.492 -4.000 2.671
H 0.634 -5.253 3.221
H 0.988 -1.610 1.408
H 1.575 -1.448 3.166
*
```

---

Molecular formula: C60H150N10O20
Method: DFT, ωB97M-V with the def2-TZVPD basis set

Properties
Electronic energy: -4427.67113 hartree
Orbital gap: 8.66 eV
HOMO level: -8.115 eV
Relative energy (zero: lowest compared OMol25 entry of this formula, charge and spin): 757.6 kJ/mol
SMILES string: COCCNCCOC.COCCNCCOC.COCCNCCOC.COCCNCCOC.COCCNCCOC.COCCNCCOC.COCCNCCOC.COCCNCCOC.COCCNCCOC.COCCNCCOC

The geometry in ORCA input format:
```
! wB97M-V def2-TZVPD RIJCOSX def2/J DEFGRID3
* xyz 0 1
C 0.123 -2.117 -5.140
O 0.497 -2.959 -6.196
C -0.021 -2.476 -7.499
C 0.490 -3.615 -8.558
N 1.878 -3.419 -8.813
C 2.492 -4.514 -9.518
C 1.814 -4.843 -10.907
O 0.860 -5.878 -10.837
C 0.150 -6.006 -12.014
H 0.606 -2.570 -4.275
H -0.965 -2.183 -5.156
H 0.504 -1.115 -5.336
H 0.356 -1.478 -7.718
H -1.111 -2.453 -7.521
H -0.063 -3.520 -9.492
H 0.274 -4.563 -8.064
H 2.395 -3.158 -7.986
H 2.559 -5.472 -9.003
H 3.505 -4.208 -9.779
H 2.540 -5.153 -11.658
H 1.544 -3.888 -11.359
H -0.626 -6.771 -12.043
H 0.898 -6.114 -12.799
H -0.441 -5.135 -12.299
C -4.709 5.855 1.216
O -4.056 4.711 1.855
C -4.368 4.553 3.187
C -3.832 5.716 4.078
N -2.384 5.973 3.747
C -1.507 5.270 4.669
C -0.092 5.374 4.061
O 0.577 4.432 4.871
C 1.939 4.649 5.008
H -4.969 6.658 1.906
H -5.623 5.396 0.839
H -4.079 6.189 0.392
H -3.892 3.630 3.517
H -5.438 4.441 3.364
H -4.053 5.546 5.132
H -4.310 6.681 3.907
H -2.254 5.696 2.784
H -1.747 4.220 4.833
H -1.465 5.802 5.619
H 0.387 6.348 4.165
H -0.019 5.075 3.015
H 2.375 4.365 4.051
H 2.536 4.020 5.669
H 2.210 5.692 5.169
C 4.898 -0.877 5.978
O 4.631 -2.220 6.393
C 5.357 -3.272 5.733
C 5.063 -4.605 6.388
N 3.593 -4.817 6.477
C 3.108 -5.283 5.174
C 1.583 -5.301 5.070
O 1.062 -3.931 5.228
C 1.316 -3.163 4.094
H 5.829 -0.556 6.446
H 4.136 -0.218 6.395
H 4.852 -0.559 4.936
H 6.410 -3.003 5.813
H 5.149 -3.372 4.668
H 5.488 -4.580 7.391
H 5.592 -5.416 5.887
H 3.037 -4.005 6.701
H 3.510 -6.229 4.810
H 3.490 -4.666 4.361
H 1.145 -5.798 5.936
H 1.175 -5.782 4.182
H 2.372 -2.952 3.923
H 0.846 -2.185 4.194
H 0.916 -3.666 3.214
C -3.873 2.332 -4.183
O -2.701 1.582 -4.497
C -2.891 0.423 -5.263
C -3.624 -0.692 -4.560
N -3.106 -0.849 -3.194
C -3.719 -1.973 -2.484
C -3.798 -1.779 -0.937
O -4.320 -0.502 -0.768
C -5.043 -0.309 0.363
H -4.442 1.818 -3.407
H -4.485 2.587 -5.048
H -3.752 3.350 -3.812
H -1.910 0.007 -5.493
H -3.347 0.746 -6.200
H -3.525 -1.574 -5.191
H -4.683 -0.436 -4.602
H -3.362 -0.032 -2.657
H -3.151 -2.874 -2.714
H -4.715 -2.220 -2.852
H -2.759 -1.798 -0.607
H -4.356 -2.541 -0.393
H -4.426 -0.621 1.205
H -5.851 -1.037 0.436
H -5.516 0.666 0.491
C -5.489 12.048 -0.311
O -4.461 11.919 0.694
C -3.973 10.594 0.661
C -2.683 10.403 1.525
N -2.023 9.055 1.455
C -0.950 8.820 0.465
C -0.331 7.423 0.534
O -1.285 6.333 0.450
C -1.637 6.042 -0.826
H -5.056 11.707 -1.252
H -5.655 13.123 -0.381
H -6.407 11.499 -0.102
H -3.764 10.167 -0.320
H -4.744 9.952 1.088
H -2.834 10.544 2.595
H -2.063 11.273 1.309
H -2.040 8.537 2.321
H -0.117 9.511 0.595
H -1.341 8.918 -0.548
H -0.077 7.583 1.582
H 0.533 7.313 -0.120
H -1.902 6.992 -1.291
H -2.447 5.317 -0.905
H -0.787 5.712 -1.423
C -2.800 -9.687 2.045
O -2.025 -8.834 2.930
C -1.773 -7.572 2.399
C -2.990 -6.627 2.349
N -2.859 -5.197 1.964
C -2.108 -4.481 3.074
C -2.016 -3.061 2.661
O -1.242 -2.815 1.405
C -0.918 -1.443 1.216
H -3.845 -9.442 1.859
H -2.769 -10.656 2.543
H -2.313 -9.778 1.074
H -1.308 -7.532 1.414
H -1.035 -7.052 3.010
H -3.484 -6.627 3.321
H -3.766 -7.040 1.705
H -2.283 -4.956 1.169
H -1.134 -4.862 3.383
H -2.492 -4.671 4.076
H -1.622 -2.499 3.509
H -3.048 -2.714 2.633
H -1.759 -0.755 1.123
H -0.415 -1.412 0.249
H -0.225 -0.965 1.909
C 5.622 -8.143 -6.672
O 6.336 -7.317 -5.695
C 5.473 -6.392 -5.055
C 6.408 -5.423 -4.289
N 5.877 -4.956 -2.995
C 6.837 -4.065 -2.300
C 6.157 -3.482 -1.008
O 5.770 -4.530 -0.136
C 4.815 -4.246 0.859
H 6.385 -8.846 -7.006
H 5.471 -7.605 -7.608
H 4.713 -8.512 -6.197
H 4.835 -6.898 -4.330
H 4.850 -5.843 -5.760
H 6.785 -4.669 -4.980
H 7.261 -6.052 -4.034
H 5.786 -5.711 -2.331
H 7.133 -3.218 -2.919
H 7.738 -4.631 -2.063
H 5.326 -2.812 -1.224
H 6.833 -2.852 -0.429
H 5.204 -3.796 1.772
H 4.324 -5.203 1.038
H 3.995 -3.605 0.537
C 4.361 -1.505 -4.148
O 3.318 -0.897 -4.960
C 3.694 -0.509 -6.237
C 2.736 0.659 -6.783
N 2.485 1.690 -5.779
C 1.117 2.262 -5.722
C 0.869 3.614 -4.893
O 1.258 4.819 -5.495
C 2.691 4.916 -5.806
H 5.076 -2.186 -4.611
H 4.043 -1.764 -3.138
H 5.058 -0.698 -3.925
H 3.719 -1.307 -6.979
H 4.739 -0.211 -6.318
H 1.901 0.061 -7.147
H 3.263 1.073 -7.642
H 2.658 1.222 -4.901
H 0.434 1.455 -5.454
H 0.843 2.547 -6.738
H 1.285 3.584 -3.886
H -0.186 3.835 -4.735
H 3.227 4.536 -4.936
H 3.037 5.949 -5.833
H 2.888 4.384 -6.737
C -0.411 0.674 -2.096
O 0.167 1.488 -1.148
C -0.807 2.029 -0.292
C -0.098 2.689 0.889
N 0.528 1.593 1.649
C 1.439 1.987 2.732
C 2.086 0.721 3.377
O 3.133 0.156 2.530
C 2.766 -0.560 1.398
H -1.080 1.207 -2.772
H -0.863 -0.236 -1.703
H 0.350 0.293 -2.778
H -1.464 1.266 0.127
H -1.451 2.783 -0.746
H -0.820 3.201 1.524
H 0.640 3.402 0.522
H 0.974 0.984 0.978
H 0.889 2.588 3.456
H 2.288 2.578 2.388
H 1.405 -0.102 3.591
H 2.298 0.975 4.416
H 1.994 -0.241 0.698
H 2.571 -1.594 1.682
H 3.664 -0.613 0.783
C -6.058 1.596 10.626
O -4.849 1.977 9.947
C -3.678 1.310 10.270
C -2.480 1.686 9.403
N -2.535 1.274 7.990
C -1.515 1.863 7.178
C -1.606 1.309 5.795
O -2.881 1.106 5.305
C -2.920 0.778 3.978
H -6.441 0.627 10.307
H -6.812 2.283 10.243
H -5.958 1.717 11.705
H -3.828 0.238 10.141
H -3.447 1.414 11.330
H -1.601 1.208 9.836
H -2.291 2.757 9.472
H -3.449 1.250 7.561
H -0.515 1.766 7.599
H -1.767 2.918 7.068
H -1.127 0.329 5.807
H -0.912 1.884 5.182
H -2.498 1.451 3.232
H -3.964 0.855 3.672
H -2.440 -0.193 3.856
*
```

---

Molecular formula: C67H52N4O6PtSSi
Method: DFT, ωB97M-V with the def2-TZVPD basis set

Properties
Electronic energy: -4061.84439 hartree
Orbital gap (alpha / beta): 4.85 / 4.75 eV
HOMO level (alpha / beta): -6.496 / -6.473 eV
Relative energy (zero: lowest compared OMol25 entry of this formula, charge and spin): 151.7 kJ/mol

The geometry in ORCA input format:
```
! wB97M-V def2-TZVPD RIJCOSX def2/J DEFGRID3
* xyz 0 1
Pt -0.139 0.296 0.904
C 6.150 -6.619 3.163
O 5.308 -6.025 4.130
C 4.637 -4.901 3.776
C 4.725 -4.284 2.535
C 3.927 -3.182 2.260
C 3.038 -2.667 3.201
C 3.036 -3.243 4.474
C 3.815 -4.344 4.755
C 2.064 -1.649 2.740
C 0.696 -1.984 2.770
C 0.065 -2.949 3.598
C -1.240 -3.035 3.197
C -1.394 -2.170 2.090
N -0.231 -1.500 1.875
C -2.546 -2.108 1.242
C -2.969 -0.828 0.797
C -4.308 -0.452 0.521
C -4.262 0.756 -0.108
C -2.896 1.155 -0.167
C -2.377 2.274 -0.850
C -3.158 2.866 -1.963
C -2.566 2.917 -3.227
C -3.276 3.282 -4.361
C -4.625 3.594 -4.258
O -5.437 3.875 -5.305
C -4.899 3.758 -6.605
C -5.214 3.623 -2.995
C -4.491 3.285 -1.871
C -1.076 2.745 -0.647
N -0.084 2.156 0.088
C 1.043 2.932 -0.053
C 2.338 2.578 0.340
C 3.469 3.315 -0.290
C 3.734 4.670 -0.092
C 4.707 5.317 -0.826
C 5.427 4.630 -1.804
O 6.313 5.370 -2.518
C 7.117 4.698 -3.467
C 5.201 3.272 -1.990
C 4.236 2.629 -1.229
C 2.660 1.439 1.082
C 3.966 1.155 1.589
C 3.892 -0.031 2.245
C 2.541 -0.487 2.143
N 1.806 0.444 1.459
C 0.715 4.088 -0.828
C -0.588 3.975 -1.188
N -2.132 0.199 0.457
C -3.182 -3.332 0.785
C -2.648 -4.599 1.102
C -3.148 -5.772 0.575
C -4.229 -5.738 -0.298
O -4.757 -6.821 -0.911
C -4.148 -8.077 -0.678
C -4.797 -4.505 -0.615
C -4.277 -3.340 -0.110
H 6.561 -7.509 3.633
H 6.966 -5.950 2.878
H 5.591 -6.910 2.269
H 5.388 -4.659 1.768
H 3.969 -2.731 1.276
H 2.438 -2.802 5.261
H 3.798 -4.806 5.734
H 0.514 -3.499 4.403
H -2.033 -3.610 3.646
H -5.190 -0.989 0.825
H -5.102 1.313 -0.472
H -1.531 2.614 -3.337
H -2.769 3.301 -5.316
H -5.734 3.871 -7.291
H -4.437 2.780 -6.766
H -4.160 4.539 -6.806
H -6.256 3.907 -2.924
H -4.962 3.379 -0.903
H 3.179 5.218 0.660
H 4.938 6.363 -0.672
H 7.689 5.470 -3.974
H 6.513 4.161 -4.203
H 7.803 4.000 -2.978
H 5.747 2.698 -2.725
H 4.051 1.574 -1.385
H 4.813 1.812 1.489
H 4.675 -0.537 2.784
H 1.390 4.891 -1.066
H -1.173 4.674 -1.760
H -1.799 -4.667 1.761
H -2.669 -6.707 0.832
H -4.734 -8.798 -1.241
H -4.165 -8.344 0.381
H -3.116 -8.092 -1.039
H -5.637 -4.489 -1.297
H -4.702 -2.409 -0.444
C -2.309 -3.368 -3.576
C -1.450 -4.056 -2.733
C -0.638 -3.362 -1.848
C -0.661 -1.969 -1.807
C -1.545 -1.290 -2.648
C -2.365 -1.981 -3.524
Si 0.689 -1.019 -0.897
C 1.536 -0.171 -2.367
C 2.193 -1.017 -3.263
C 2.729 -0.528 -4.443
C 2.617 0.822 -4.752
C 1.975 1.676 -3.869
C 1.429 1.179 -2.693
H -2.941 -3.909 -4.270
H -1.411 -5.138 -2.762
H 0.056 -3.903 -1.214
H -1.567 -0.204 -2.635
H -3.034 -1.439 -4.180
H 1.670 -2.002 -0.363
H 2.279 -2.075 -3.039
H 3.229 -1.200 -5.130
H 3.031 1.203 -5.677
H 1.893 2.733 -4.093
H 0.921 1.860 -2.024
O -2.284 6.706 6.398
C -2.867 5.496 6.563
O -3.770 5.382 7.349
C -2.328 4.366 5.760
C -1.457 4.522 4.682
C -0.976 3.425 3.990
C -1.357 2.131 4.362
S -0.744 0.707 3.581
C -2.247 1.976 5.437
C -2.728 3.075 6.114
H -1.557 6.664 5.770
H -1.146 5.507 4.345
H -0.293 3.562 3.161
H -2.542 0.975 5.721
H -3.417 2.956 6.940
*
```

---

Molecular formula: C3H10O
Method: DFT, ωB97M-V with the def2-TZVPD basis set

Properties
Electronic energy: -195.47165 hartree
Orbital gap: 11.32 eV
HOMO level: -10.442 eV
Relative energy (zero: lowest compared OMol25 entry of this formula, charge and spin): 150.4 kJ/mol
SMILES string: CCO.C

The geometry in ORCA input format:
```
! wB97M-V def2-TZVPD RIJCOSX def2/J DEFGRID3
* xyz 0 1
C -1.920 0.305 1.898
H -2.590 -0.273 2.644
H -1.041 0.811 2.447
H -1.257 -0.342 1.155
H -2.249 1.040 1.155
C 0.419 -0.318 -1.381
O 0.363 -1.472 -0.480
C 1.484 0.540 -0.758
H -0.557 0.181 -1.578
H 0.886 -0.711 -2.365
H 0.899 -2.114 -0.989
H 1.212 0.891 0.223
H 1.817 1.444 -1.423
H 2.533 0.018 -0.548
*
```